A 13-piece molecular cluster, C85H202B5F20N5O5P3 overall in a non-equilibrium geometry, computed with ωB97M-V/def2-TZVPD.

Each line ends with the Löwdin charge.
CARTESIAN COORDINATES (ANGSTROEM)
1 P 31.5384 20.1779 26.1940  1.04
2 P 21.9583 26.8099 27.1432  1.02
3 P 27.7336 14.1228 21.7095  1.07
4 F 23.3219 17.4191 23.2391  0.11
5 F 26.9346 22.6369 20.3683  0.11
6 F 19.8356 21.4424 21.5343  0.20
7 F 21.4693 16.0726 16.3656  0.17
8 F 24.8104 18.8588 14.1872  0.13
9 F 21.6935 16.9245 24.8815  0.13
10 F 22.4473 19.0141 24.5557  0.13
11 F 21.1875 18.0341 23.0733  0.15
12 F 17.7821 22.2549 21.4842  0.11
13 F 21.1055 17.9534 15.2052  0.14
14 F 26.7420 18.4540 13.2482  0.14
15 F 25.4831 24.3815 20.1871  0.14
16 F 25.2251 19.6068 12.1203  0.17
17 F 21.3162 17.9255 17.4429  0.13
18 F 27.3566 24.5281 21.3886  0.07
19 F 19.1440 22.3893 19.7085  0.16
20 F 26.2684 20.5111 13.9113  0.12
21 F 27.4483 24.4624 19.1119  0.13
22 F 19.4611 16.9710 16.3712  0.12
23 F 18.2746 20.4040 20.2793  0.12
24 O 14.1227 21.0005 15.3836  -0.23
25 O 17.3242 16.9062 20.5613  -0.19
26 O 24.8452 18.4906 18.2659  -0.21
27 O 26.5298 23.7391 14.5761  -0.20
28 O 16.2292 25.9039 19.4751  -0.07
29 N 23.2897 20.4278 20.0285  -0.18
30 N 19.2539 26.2797 20.6241  -0.29
31 N 20.0627 15.4082 20.6477  -0.16
32 N 16.9960 19.9112 15.5952  -0.20
33 N 23.6786 23.8513 13.5212  -0.20
34 C 28.5032 18.2312 18.4723  -0.05
35 C 24.5314 20.8968 22.2879  -0.05
36 C 21.5013 25.5462 24.6189  -0.23
37 C 18.7009 29.4261 27.5507  -0.25
38 C 23.0780 18.9156 20.3197  0.04
39 C 33.5062 23.9687 26.4208  -0.30
40 C 31.9427 19.9689 21.2897  -0.09
41 C 23.2781 27.8050 27.9797  -0.23
42 C 22.6243 26.1844 25.5487  -0.25
43 C 28.7641 20.4841 26.3126  -0.26
44 C 19.0922 20.5373 14.0993  -0.04
45 C 29.8968 12.0521 21.4834  -0.20
46 C 22.6029 21.5360 14.0096  -0.04
47 C 23.4388 22.7007 14.5740  -0.11
48 C 18.4578 27.5155 21.1850  0.04
49 C 25.4391 16.7336 25.9798  -0.09
50 C 23.4038 21.3400 21.3158  -0.10
51 C 29.0117 12.9825 22.4814  -0.21
52 C 27.8872 13.3538 18.8000  -0.22
53 C 22.7807 21.5223 28.6359  -0.09
54 C 22.0146 20.8421 19.2252  -0.11
55 C 22.2856 24.2973 12.9910  0.00
56 C 34.8651 24.6000 26.3462  -0.10
57 C 31.8821 21.9960 26.5148  -0.23
58 C 16.5026 18.8065 16.5545  0.03
59 C 16.0161 17.2983 20.0933  -0.07
60 C 22.6430 15.3033 19.6928  -0.04
61 C 24.7417 17.5171 17.2473  -0.08
62 C 18.1036 21.6676 17.0810  -0.05
63 C 19.3140 15.3180 22.0288  -0.11
64 C 29.9116 19.7797 26.9222  -0.27
65 C 18.3847 17.1687 19.6121  -0.18
66 C 32.8569 19.1658 26.9267  -0.27
67 C 35.7356 19.4800 28.1876  -0.09
68 C 19.5816 14.3660 19.5700  0.06
69 C 24.5784 20.7322 19.2060  -0.05
70 C 24.5703 19.8686 17.9486  -0.16
71 C 19.7842 16.8610 20.1638  -0.08
72 C 12.7694 21.0869 15.7299  -0.11
73 C 27.6492 10.9600 17.6982  -0.08
74 C 19.5767 13.9373 22.8099  -0.04
75 C 27.9066 19.6406 25.3510  -0.24
76 C 24.6241 27.9400 30.2234  -0.27
77 C 35.1630 18.4146 27.2086  -0.25
78 C 19.8132 28.4775 28.1045  -0.21
79 C 20.4444 27.7876 26.8458  -0.28
80 C 21.9224 22.7775 28.6819  -0.25
81 C 27.6352 16.7719 20.4154  -0.20
82 C 27.0662 13.3037 20.1657  -0.22
83 C 16.9052 21.3783 16.1304  -0.09
84 C 24.6972 24.1950 11.1462  -0.06
85 C 26.3177 14.4422 22.9475  -0.24
86 C 22.0128 22.3020 18.6176  -0.04
87 C 14.5114 19.8586 14.5742  -0.15
88 C 30.6033 20.3445 21.9884  -0.22
89 C 22.1362 24.3722 23.8130  -0.24
90 C 19.1615 25.0923 21.5977  0.04
91 C 23.2459 27.7420 29.5418  -0.21
92 C 25.6956 24.8271 15.0357  -0.15
93 C 21.6679 15.2736 20.9154  -0.08
94 C 26.6351 15.4370 24.1232  -0.22
95 C 18.6302 25.9229 19.2330  -0.04
96 C 25.1678 26.6857 30.7447  -0.13
97 C 28.5455 17.9475 20.0455  -0.23
98 C 30.8832 20.9490 23.4064  -0.21
99 C 33.2820 22.5461 26.0997  -0.26
100 C 22.5256 24.0378 28.0409  -0.21
101 C 25.4489 15.4494 25.1550  -0.24
102 C 17.8330 30.1778 28.6006  -0.09
103 C 17.3064 25.0437 19.1320  -0.20
104 C 28.4971 15.7093 21.2365  -0.27
105 C 21.5765 25.2805 28.0335  -0.27
106 C 26.5139 20.1668 24.9841  -0.08
107 C 31.1274 12.7662 20.8162  -0.25
108 C 23.2550 24.7914 22.8575  -0.08
109 C 27.3909 12.4998 17.6673  -0.27
110 C 16.0623 19.7128 14.3522  -0.06
111 C 24.4079 25.1488 14.1680  -0.01
112 C 18.4073 19.5536 15.0914  -0.15
113 C 24.5295 23.3067 12.3484  -0.16
114 C 20.7324 26.7364 20.4837  0.01
115 C 31.4886 19.8995 24.3646  -0.26
116 C 27.3294 23.2135 15.6134  -0.10
117 C 34.1775 19.0194 26.1879  -0.23
118 C 32.1473 13.2281 21.8900  -0.11
119 B 18.7847 21.6189 20.7405  -1.49
120 B 25.7461 19.3760 13.3367  -1.49
121 B 20.8194 17.2480 16.3583  -1.46
122 B 22.1920 17.8127 23.9457  -1.45
123 B 26.7763 23.9984 20.2144  -1.41
124 H 23.1736 28.7920 27.5289  0.10
125 H 32.7785 20.6646 21.3650  0.08
126 H 19.1310 19.4307 15.8971  0.11
127 H 18.2325 15.3050 21.8934  0.11
128 H 15.9416 21.4993 16.6253  0.11
129 H 28.9101 13.0099 18.9529  0.09
130 H 25.5040 14.8485 22.3468  0.08
131 H 28.4590 19.4424 24.4325  0.09
132 H 23.5961 25.5031 14.8032  0.11
133 H 29.9068 19.5076 22.0375  0.08
134 H 31.0884 22.5306 25.9930  0.09
135 H 24.0874 22.3564 12.0491  0.12
136 H 23.4790 25.5195 25.6729  0.10
137 H 18.3431 18.4967 14.8327  0.13
138 H 25.9611 13.4916 23.3440  0.10
139 H 32.9171 24.4798 25.6593  0.12
140 H 36.4017 20.1047 27.5924  0.08
141 H 28.2261 18.7738 20.6806  0.09
142 H 26.1876 26.7305 31.1270  0.09
143 H 19.6389 27.1464 26.4877  0.09
144 H 21.4918 24.4943 13.7116  0.10
145 H 17.3083 24.0578 19.5967  0.10
146 H 21.0870 22.4443 18.0603  0.06
147 H 28.1365 22.5606 15.2810  0.11
148 H 31.6063 21.7636 23.4466  0.11
149 H 22.4237 25.2445 12.4696  0.09
150 H 16.1658 18.6731 14.0417  0.13
151 H 19.5664 13.1060 22.1050  0.06
152 H 29.5818 17.7263 20.3012  0.09
153 H 23.7831 24.4802 10.6255  0.08
154 H 32.1197 14.2847 22.1565  0.06
155 H 18.7008 28.4707 20.7196  0.12
156 H 23.4057 22.3949 21.0416  0.10
157 H 20.5852 29.0056 28.6642  0.09
158 H 21.2034 27.1786 21.3616  0.10
159 H 22.9755 23.1698 15.4420  0.11
160 H 24.4870 16.5443 17.6679  0.07
161 H 22.3649 14.6072 18.9014  0.08
162 H 19.0147 21.9140 16.5356  0.06
163 H 22.1838 20.7170 29.0640  0.08
164 H 18.7847 13.7126 23.5243  0.08
165 H 30.0411 20.0681 27.9653  0.11
166 H 20.5940 25.0217 27.6386  0.09
167 H 26.4330 16.9184 26.3873  0.06
168 H 23.3906 24.4050 28.5932  0.10
169 H 19.5565 24.1746 21.1617  0.10
170 H 12.1358 21.1577 14.8458  0.09
171 H 15.9189 18.3836 20.0670  0.08
172 H 34.9533 20.0678 28.6679  0.06
173 H 26.7278 22.7271 16.3813  0.08
174 H 31.6153 12.1156 20.0904  0.11
175 H 26.7903 17.0301 21.0538  0.10
176 H 21.3729 25.8823 20.2636  0.09
177 H 27.7854 23.9319 16.2945  0.08
178 H 31.6309 19.7645 20.2655  0.07
179 H 25.4142 23.6448 10.5368  0.10
180 H 27.2956 16.2931 19.4970  0.09
181 H 35.2548 24.5231 25.3312  0.08
182 H 18.4045 26.7608 18.5734  0.14
183 H 25.3113 28.3549 29.4860  0.11
184 H 19.9476 19.9319 13.7994  0.09
185 H 17.9421 22.5084 17.7555  0.05
186 H 17.1673 30.8229 28.0272  0.07
187 H 22.4497 20.7292 14.7263  0.09
188 H 15.4182 25.6133 19.0515  0.10
189 H 23.7051 20.1080 17.3303  0.12
190 H 18.1723 24.9156 22.0199  0.12
191 H 21.7937 14.3131 21.4151  0.11
192 H 33.0576 24.2140 27.3834  0.12
193 H 29.3698 11.5013 20.7042  0.09
194 H 36.4074 19.0610 28.9368  0.08
195 H 19.5205 16.1756 22.6691  0.12
196 H 24.4939 15.2869 24.6554  0.10
197 H 20.4218 17.0441 19.2990  0.10
198 H 25.1365 17.5582 25.3344  0.05
199 H 21.4636 23.0181 29.6409  0.11
200 H 28.9741 21.4445 25.8418  0.10
201 H 24.4858 22.4478 14.7409  0.11
202 H 26.7233 12.2861 20.3528  0.09
203 H 18.0499 28.7841 26.9572  0.10
204 H 29.6430 13.5971 23.1232  0.08
205 H 34.8488 25.6391 26.6753  0.08
206 H 18.4942 14.3095 19.5211  0.11
207 H 25.4269 20.2037 17.3637  0.13
208 H 24.6194 21.7901 18.9464  0.13
209 H 31.6502 22.1682 27.5659  0.10
210 H 25.2471 25.1195 11.3224  0.08
211 H 13.9521 19.9547 13.6436  0.13
212 H 28.6340 17.3105 17.9038  0.07
213 H 22.2154 18.9200 20.9861  0.09
214 H 17.2611 29.5190 29.2541  0.08
215 H 33.1318 13.1082 21.4379  0.07
216 H 19.4617 21.5074 14.4316  0.06
217 H 16.4850 17.8060 16.1223  0.12
218 H 22.5987 16.3240 19.3130  0.05
219 H 35.5786 24.1728 27.0509  0.08
220 H 32.4913 19.5720 24.0898  0.08
221 H 22.5924 23.7331 24.5691  0.09
222 H 29.9494 21.3728 23.7758  0.09
223 H 18.4965 18.2453 19.4841  0.11
224 H 34.8281 17.5110 27.7179  0.11
225 H 28.0824 14.3444 18.3894  0.10
226 H 23.9153 18.5034 20.8828  0.10
227 H 28.7354 10.9262 17.6135  0.07
228 H 24.5953 26.3524 31.6103  0.09
229 H 18.3670 20.8722 17.7783  0.07
230 H 22.4206 21.1166 21.7298  0.11
231 H 21.1302 20.6653 19.8374  0.10
232 H 21.8826 20.1623 18.3835  0.10
233 H 34.5066 20.0247 25.9250  0.09
234 H 26.5280 21.1398 24.4930  0.07
235 H 32.2496 18.9839 21.6414  0.06
236 H 27.5290 18.5564 18.1073  0.05
237 H 14.0801 18.9512 14.9971  0.12
238 H 23.6637 15.0296 19.9599  0.07
239 H 24.4365 21.3373 23.2804  0.07
240 H 25.5428 14.6064 25.8395  0.11
241 H 34.0393 21.9609 26.6213  0.09
242 H 19.9866 14.6747 18.6062  0.10
243 H 30.7634 13.6893 20.3650  0.07
244 H 16.9378 22.0684 15.2873  0.13
245 H 22.7541 24.8005 21.8895  0.05
246 H 18.8341 27.4301 22.2044  0.08
247 H 20.0750 17.6106 20.8997  0.12
248 H 24.5253 25.8626 13.3526  0.11
249 H 36.0611 18.0394 26.7179  0.11
250 H 15.2927 16.9715 20.8404  0.09
251 H 27.3647 10.5595 18.6712  0.06
252 H 32.2243 18.2821 27.0103  0.09
253 H 30.4198 11.2594 22.0184  0.10
254 H 20.6415 25.0870 25.1067  0.10
255 H 27.8724 12.8191 16.7430  0.11
256 H 27.5656 15.0755 24.5608  0.10
257 H 31.0030 18.9237 24.3763  0.09
258 H 33.4623 22.3478 25.0431  0.12
259 H 18.2627 16.7031 18.6341  0.11
260 H 26.6608 16.4746 23.7902  0.10
261 H 28.8955 16.1456 22.1525  0.09
262 H 21.0565 26.3072 23.9776  0.08
263 H 20.8641 27.3919 19.6229  0.11
264 H 25.4339 20.5059 19.8423  0.12
265 H 21.0186 22.5597 28.1128  0.11
266 H 21.9786 16.1476 21.4880  0.10
267 H 19.4874 25.3312 18.9117  0.12
268 H 25.5357 23.0500 12.6798  0.13
269 H 19.9433 13.4013 19.9259  0.09
270 H 26.0594 19.4138 24.3402  0.06
271 H 24.0304 24.0286 22.7870  0.07
272 H 21.3741 25.6000 29.0557  0.09
273 H 20.5380 14.0052 23.3192  0.06
274 H 26.3919 25.6313 15.2734  0.14
275 H 25.1862 24.5950 15.9710  0.11
276 H 29.1958 19.0400 18.2393  0.07
277 H 17.1593 18.8551 17.4232  0.08
278 H 18.4570 20.7534 13.2402  0.07
279 H 16.4631 20.2850 13.5155  0.12
280 H 24.5346 28.6260 31.0658  0.12
281 H 27.2018 10.2907 16.9634  0.08
282 H 23.7337 21.5640 29.1632  0.07
283 H 21.9158 23.5354 12.3048  0.10
284 H 21.6322 21.9328 13.7123  0.04
285 H 17.4246 27.2117 21.3532  0.10
286 H 28.4685 12.3726 23.2032  0.08
287 H 15.8177 16.9673 19.0739  0.08
288 H 22.6308 28.5694 29.8956  0.10
289 H 22.9862 27.0933 25.0680  0.09
290 H 21.3119 23.8269 23.3534  0.10
291 H 34.1768 18.4292 25.2715  0.11
292 H 32.1996 12.5666 22.7548  0.08
293 H 23.0425 21.0611 13.1325  0.09
294 H 23.6195 25.8184 22.8763  0.09
295 H 25.9264 20.2870 25.8943  0.08
296 H 22.7663 22.4201 17.8388  0.05
297 H 17.0698 24.7734 18.1029  0.12
298 H 27.7891 18.6608 25.8139  0.09
299 H 20.6249 28.4435 25.9941  0.10
300 H 24.2208 27.4058 27.6057  0.09
301 H 22.1070 23.1807 19.2557  0.07
302 H 24.6477 16.6978 26.7285  0.09
303 H 30.1190 21.1452 21.4295  0.11
304 H 19.4365 27.6910 28.7585  0.12
305 H 29.9541 18.6958 26.8154  0.10
306 H 22.8765 23.7568 27.0478  0.09
307 H 19.0986 30.1920 26.8849  0.11
308 H 24.5992 19.8102 22.3424  0.06
309 H 26.3957 12.6883 17.2646  0.11
310 H 12.4177 20.2857 16.3800  0.09
311 H 19.7026 25.5102 22.4466  0.07
312 H 28.1494 20.9092 27.1061  0.12
313 H 12.6008 22.0359 16.2387  0.09
314 H 22.8520 26.7693 29.8366  0.08
315 H 23.0896 21.1984 27.6420  0.07
316 H 18.4474 30.8721 29.1739  0.07
317 H 26.1350 13.8243 19.9426  0.07
318 H 32.9914 19.6255 27.9058  0.10
319 H 22.8134 18.4398 19.3754  0.08
320 H 23.8385 17.5923 16.6418  0.08
321 H 15.5860 19.1111 17.0597  0.11
322 H 25.0270 25.9232 29.9785  0.07
323 H 25.6080 17.4047 16.5953  0.10
324 H 25.4623 21.3326 21.9252  0.07
325 H 29.3459 15.3979 20.6278  0.08

Force components x, y, z for each atom (eV/Å):
P 0.8 2.9 -1.4
P 1.0 -1.1 -0.4
P -0.4 -0.8 -0.1
F 1.1 -1.0 -0.4
F -0.4 -1.9 -0.5
F 2.6 -0.6 1.8
F 1.2 -2.5 -0.1
F -2.0 -0.4 1.4
F 0.6 -1.2 0.5
F 0.9 1.4 0.9
F -2.0 0.1 -2.6
F -0.7 0.7 0.2
F -0.1 1.0 -0.8
F 1.7 -1.3 -0.3
F -2.6 0.2 -0.3
F -1.2 1.0 -2.1
F -0.2 1.7 1.9
F 0.3 0.6 0.5
F 0.8 2.1 -2.7
F 0.4 2.2 0.6
F 0.3 0.2 -1.0
F -1.5 0.4 0.7
F -0.1 -0.7 -0.5
O 1.6 -0.6 -0.3
O 0.1 0.0 -1.2
O -0.5 0.7 0.5
O -1.0 0.9 -0.2
O 0.1 0.2 0.9
N 0.5 1.4 -0.7
N -1.7 1.8 -0.7
N 0.4 1.1 0.3
N -1.4 -0.6 -1.4
N -0.7 0.8 0.2
C -0.6 0.3 1.5
C 0.0 0.9 -1.3
C 1.1 -0.7 0.1
C -0.3 -0.4 1.3
C -0.5 1.8 0.7
C -1.5 1.8 -0.1
C -1.7 -1.2 -0.1
C -0.5 -0.7 0.1
C -1.7 0.9 -0.5
C -2.2 1.2 -0.8
C -1.0 -1.3 -0.3
C 1.0 0.8 0.1
C 0.1 0.7 -0.2
C 1.1 0.3 -1.3
C 1.1 -2.5 1.8
C -0.6 -0.1 -0.8
C -1.2 -2.1 0.4
C 0.3 -0.5 -1.2
C 0.9 -0.3 0.9
C 0.2 -0.2 0.4
C 0.4 1.3 -0.3
C 1.2 0.3 -0.5
C 0.9 -0.4 0.3
C -0.1 -0.5 -0.5
C 1.0 1.8 1.5
C 0.9 0.6 0.4
C -1.8 0.2 -0.1
C -1.1 -0.7 -0.8
C -0.2 0.0 -0.2
C -0.2 -2.7 0.7
C 2.5 -0.1 0.2
C 0.1 0.1 1.3
C -1.8 0.4 -0.7
C -0.1 -0.5 -0.7
C 0.6 0.9 1.6
C -1.1 -1.8 -0.1
C 1.8 0.0 -0.3
C -0.1 -0.7 -0.8
C -0.7 0.4 -0.3
C 0.6 1.0 1.3
C 0.5 1.5 -1.1
C 0.2 -0.1 0.2
C -0.4 1.2 -0.7
C 1.6 0.3 0.2
C 0.5 0.7 -1.2
C -0.3 -0.4 0.7
C -0.8 0.7 -0.8
C 1.1 -1.6 0.9
C 0.0 0.7 -1.0
C 1.1 -0.9 1.1
C 0.3 0.6 0.0
C 0.8 0.6 -0.5
C 0.2 -0.8 -0.3
C -0.5 1.0 0.8
C 1.8 1.6 0.9
C 0.3 1.1 1.2
C 0.2 1.5 0.3
C 0.3 0.8 -0.4
C -0.5 -1.3 0.0
C -0.4 -0.3 -1.0
C -1.4 -0.9 -0.3
C 0.4 -2.3 0.1
C 0.1 -1.8 0.8
C -0.6 0.0 -1.4
C -0.3 -0.9 0.3
C 0.4 -2.3 0.4
C 0.3 0.9 0.2
C 0.8 -0.5 0.1
C 0.7 0.0 -0.8
C 0.1 0.8 -0.1
C -0.6 0.0 -0.6
C -0.7 -0.3 0.3
C 0.6 0.0 0.5
C -1.1 1.0 1.7
C -1.3 -0.4 -1.4
C -1.3 -1.3 -2.5
C -0.7 0.3 0.3
C -0.2 -1.7 -0.7
C 0.6 0.7 0.8
C -0.1 -0.3 0.1
C -0.2 -1.0 -0.9
C -0.1 -0.8 1.1
C 0.2 0.0 1.7
C 0.4 -0.2 0.9
C 0.9 -0.6 -0.9
B -2.5 -1.2 1.2
B 0.9 -0.9 0.7
B 0.4 -0.4 -1.3
B -0.4 0.5 1.2
B 2.0 0.6 1.3
H 0.1 0.3 0.3
H -0.4 0.2 -0.1
H -0.6 0.4 0.7
H 0.3 0.4 -0.9
H 0.2 -0.3 -0.1
H 0.2 -0.2 0.5
H -0.1 0.0 -0.1
H 0.2 0.1 -0.2
H 0.4 0.3 0.3
H 0.2 -0.1 0.1
H -0.1 0.1 -0.3
H -0.2 0.2 0.1
H -0.2 0.0 0.3
H -0.1 0.2 -1.0
H 0.2 -0.2 0.0
H -0.4 0.5 0.2
H -0.3 0.5 0.0
H 0.2 0.5 -0.5
H 0.1 0.1 -0.5
H 0.3 -0.5 -0.2
H 0.6 -0.4 0.7
H 0.2 0.3 1.0
H -0.3 -0.3 0.3
H -0.6 0.0 -0.6
H -0.1 0.2 -0.7
H 0.1 -0.2 -0.2
H 0.3 0.0 0.2
H 0.2 0.0 0.0
H 0.1 -0.1 0.1
H 0.1 -0.4 -0.2
H -0.5 -0.1 0.2
H -0.2 -0.5 -0.2
H 0.5 -0.3 -0.4
H -0.1 0.3 0.0
H -0.9 0.1 0.3
H 0.1 0.1 0.0
H 0.6 -0.1 0.8
H -0.1 0.1 -0.1
H -0.1 -0.1 -0.2
H 0.2 -0.1 0.0
H 0.0 0.4 0.0
H -0.1 -0.4 0.2
H -0.2 -0.2 -0.1
H -0.1 0.1 0.3
H 0.4 -0.4 0.1
H 0.1 0.3 0.0
H -0.1 -0.3 -0.2
H 0.3 0.3 0.1
H 0.2 0.1 0.1
H -0.5 -0.8 -0.3
H -0.3 0.1 0.0
H -0.1 0.3 -0.3
H -0.4 -0.4 0.0
H 0.3 1.0 -0.6
H 0.6 0.3 -0.3
H -0.5 -0.1 -0.5
H -0.3 -0.1 0.1
H 0.2 0.2 0.1
H 0.6 0.5 0.6
H 0.1 0.3 0.1
H 0.1 0.2 -0.4
H -0.5 0.0 -0.3
H -0.3 -0.1 0.2
H 0.2 0.2 0.2
H 0.0 -0.1 0.1
H -0.3 -0.8 0.0
H -0.3 0.1 -0.8
H -0.3 0.3 0.4
H -0.1 -0.1 0.1
H -0.7 0.4 0.2
H -0.4 -0.2 0.1
H 0.6 0.0 -0.4
H 0.0 0.3 -0.2
H 0.2 -0.2 -0.1
H 0.2 0.2 -0.1
H 0.6 -0.1 0.5
H 0.8 -0.1 -0.5
H -0.1 -0.6 0.6
H 0.4 -0.1 0.3
H -0.2 0.1 -0.2
H 0.3 0.1 -0.2
H -0.4 0.1 -0.4
H 0.1 0.4 0.2
H 0.1 0.3 -0.3
H -0.2 -0.1 0.2
H 0.3 0.0 0.2
H -0.1 0.1 0.5
H 0.6 0.0 -0.6
H 0.8 0.0 0.1
H -0.1 -0.2 0.1
H 0.1 0.1 0.0
H 0.2 0.1 0.0
H -0.2 -0.3 0.7
H 0.1 0.4 -0.2
H 0.4 -0.2 -0.4
H 0.1 -0.5 -0.1
H 0.3 0.6 -0.2
H -0.3 -0.3 0.1
H 0.0 -0.2 0.3
H -0.4 0.3 -0.3
H -0.7 0.2 0.1
H -0.6 0.4 0.5
H 0.0 0.0 -0.6
H 0.1 -0.7 0.1
H -0.3 -0.1 0.0
H -0.3 -0.3 -0.1
H 0.0 0.3 0.5
H 0.4 0.2 0.4
H 0.5 -0.1 0.1
H 0.3 -0.1 -0.1
H 0.2 -0.1 -0.2
H 0.4 0.0 0.2
H -0.3 0.2 0.5
H 0.3 -0.2 0.5
H -0.1 0.2 0.5
H -0.6 -0.2 0.0
H 0.2 -0.2 0.0
H 0.1 -0.3 0.2
H 0.1 -0.1 0.1
H 0.1 -0.2 -0.7
H -0.1 -0.4 -0.2
H 0.3 -0.2 -0.5
H 0.2 1.1 0.3
H -0.1 -0.6 0.6
H 0.2 -0.3 -0.1
H -0.1 0.0 -0.5
H 0.1 -0.4 -0.3
H 0.1 -0.2 0.1
H 0.8 -0.8 0.5
H -0.6 0.0 0.8
H 0.1 0.2 0.7
H 0.8 0.3 0.2
H 0.1 0.6 0.4
H -0.7 -0.2 -0.5
H -0.1 0.0 -0.2
H -0.4 -0.2 0.0
H 0.6 -0.1 -0.4
H 0.0 0.1 0.1
H 0.3 0.2 -0.1
H -0.5 0.2 0.2
H -0.1 0.0 0.0
H -0.1 -0.1 -0.4
H -0.6 -0.3 0.7
H -0.4 -0.2 -1.1
H -0.3 0.1 0.8
H 0.2 0.1 -0.3
H -0.3 0.3 0.0
H 0.2 0.5 0.0
H -0.1 -0.2 0.2
H -0.1 -0.3 0.1
H -0.6 0.7 -0.5
H 0.6 -0.6 0.6
H 0.2 -0.4 -0.3
H 0.6 -0.4 -0.3
H 0.2 -0.2 -0.2
H -0.3 0.4 0.4
H -0.1 0.4 -0.3
H -0.1 0.7 -0.3
H -0.1 0.3 0.5
H 0.3 0.1 0.0
H -0.2 -0.2 0.1
H -0.1 0.3 -1.0
H -0.2 -0.2 -0.2
H -0.1 -0.6 0.1
H -0.5 -0.4 0.0
H 0.3 0.0 -0.3
H 0.3 -0.2 -0.3
H -0.5 -0.1 0.1
H -0.4 0.2 0.2
H 0.2 0.0 0.2
H 0.4 -0.2 0.8
H -0.2 -0.2 0.0
H 0.4 -0.2 0.1
H 1.2 0.2 -0.6
H -0.1 -0.1 0.1
H 0.3 0.4 0.2
H 0.1 -0.2 -0.1
H 0.0 -0.4 0.5
H 0.3 -0.1 0.3
H -0.1 -0.1 -0.1
H -0.3 0.1 0.0
H -0.8 -0.2 0.3
H -0.1 0.2 -0.2
H 0.4 -0.2 -0.1
H -0.1 0.2 0.3
H -0.7 0.2 1.0
H 0.1 -0.2 0.0
H 0.5 -0.7 0.0
H -0.4 -0.6 0.4
H 0.3 -0.1 0.2
H -0.2 0.2 0.2
H -0.5 0.3 -0.3
H 0.1 -0.2 0.3
H -0.2 0.3 0.2
H 0.1 -0.3 0.2
H 0.4 0.0 0.2
H 0.1 0.9 -0.4
H -0.5 0.0 -0.9
H 0.6 -0.4 0.0
H 0.1 0.4 0.1
H 0.3 -0.3 -0.2
H 0.2 0.1 -0.1

Values from the calculation:
frontier orbital gap	8.68	eV
electronic energy	-7155.451447	Eh
E_LUMO	-4.640	eV
energy relative to the best compared isomer or geometry (same formula, charge and spin)	143.7	kcal/mol
net charge	+3